Entry 1:
62
Properties=species:S:1:pos:R:3 method="wB97M-V/def2-TZVPD" charge=0 e_tot_ev=-100197.3064 e_lumo_ev="-0.84 / -0.07" spin_multiplicity=5 e_homo_ev="-9.6 / -10.3"
V 1.15 -1.17 2.23
V -1.10 0.62 -0.92
F -0.07 -0.37 0.70
F -2.95 -0.41 -1.03
F 0.74 1.55 -1.33
F -1.95 2.10 0.22
F 2.57 -1.81 3.63
F -0.52 -2.22 3.03
C 2.78 -4.89 -0.51
C 2.34 -3.68 0.23
N 2.00 -2.77 0.87
H 3.38 -4.49 -1.33
H 1.84 -5.40 -0.70
H 3.49 -5.59 -0.08
C -3.33 -3.09 0.96
C -2.05 -3.43 0.25
N -1.09 -3.76 -0.30
H -4.17 -3.61 0.50
H -3.48 -2.01 1.11
H -3.26 -3.65 1.89
C -0.31 1.27 5.61
C 0.27 1.04 4.30
N 0.77 0.79 3.28
H -0.21 0.32 6.13
H -1.35 1.54 5.41
H 0.25 2.04 6.16
C 4.06 1.94 -0.05
C 3.39 0.84 0.63
N 2.87 0.00 1.27
H 4.96 1.58 -0.55
H 4.23 2.91 0.43
H 3.55 2.34 -0.93
C 2.41 0.69 -3.66
C 2.83 -0.34 -2.74
N 3.14 -1.26 -2.05
H 2.92 0.72 -4.62
H 2.47 1.68 -3.19
H 1.36 0.67 -3.93
C 0.49 -2.92 -4.13
C -0.05 -1.86 -3.13
N -0.43 -1.07 -2.36
H 1.58 -2.89 -4.21
H 0.00 -2.75 -5.09
H 0.14 -3.90 -3.84
C -1.52 2.97 -5.14
C -1.64 2.29 -3.80
N -1.79 1.69 -2.81
H -2.48 3.38 -5.46
H -1.34 2.27 -5.96
H -0.68 3.66 -5.13
C -4.51 0.43 3.54
C -5.40 1.47 3.14
N -6.14 2.33 2.83
H -4.22 -0.10 2.63
H -5.00 -0.41 4.03
H -3.73 0.92 4.11
C 0.00 4.03 1.49
C 1.34 3.80 1.86
N 2.46 3.69 2.17
H -0.26 5.04 1.80
H -0.54 3.34 2.14
H -0.20 3.91 0.42


Entry 2:
54
Properties=species:S:1:pos:R:3 method="wB97M-V/def2-TZVPD" charge=0 smiles="O=C1CCCO1.O=C1CCCO1.O=C1CCCO1.CC#N.CC#N.CC#N" e_above_lowest_kj_mol=171.0 e_tot_ev=-35858.3886 e_lumo_ev=0.74 spin_multiplicity=1 e_homo_ev=-10.1
O -2.31 -2.46 2.14
C -2.53 -1.85 1.11
C -2.54 -2.25 -0.39
C -3.29 -1.08 -1.07
C -2.88 0.05 -0.18
O -2.86 -0.55 1.18
H -1.48 -2.40 -0.65
H -3.03 -3.22 -0.52
H -2.99 -0.91 -2.14
H -4.44 -1.36 -1.13
H -1.88 0.40 -0.37
H -3.63 0.87 -0.11
O 0.46 0.20 0.03
C 1.25 -0.37 0.71
C 1.11 -1.76 1.25
C 2.34 -1.95 2.17
C 3.28 -0.93 1.48
O 2.41 0.15 1.00
H 0.20 -1.99 1.79
H 1.25 -2.48 0.37
H 2.20 -1.65 3.21
H 2.82 -2.92 2.08
H 4.06 -0.54 2.09
H 3.75 -1.34 0.59
O 2.21 -1.96 -1.90
C 2.11 -0.81 -2.17
C 1.03 -0.13 -3.00
C 1.66 1.17 -3.42
C 2.62 1.47 -2.14
O 2.86 0.15 -1.61
H 0.69 -0.80 -3.80
H 0.19 -0.09 -2.25
H 2.20 1.13 -4.39
H 0.94 2.01 -3.40
H 3.57 1.93 -2.39
H 2.05 2.06 -1.42
C -1.10 -3.31 4.77
C -0.40 -1.99 4.66
N 0.11 -0.96 4.59
H -1.67 -3.57 3.88
H -1.82 -3.29 5.60
H -0.43 -4.12 4.91
C -1.59 3.66 -3.38
C -2.54 2.55 -3.30
N -3.25 1.65 -3.08
H -1.70 4.23 -2.43
H -1.91 4.28 -4.24
H -0.54 3.47 -3.63
C 0.56 3.50 1.98
C 0.62 3.82 0.58
N 0.50 4.15 -0.54
H 1.59 3.56 2.39
H 0.30 2.42 2.08
H -0.11 4.16 2.40


Entry 3:
49
Properties=species:S:1:pos:R:3 method="wB97M-V/def2-TZVPD" charge=0 smiles="CCOc1ccc(/C=C/C(=O)N[C@@H](COC)CC(C)C)cc1" e_above_lowest_kj_mol=414.8 e_tot_ev=-26733.5980 e_lumo_ev=0.17 spin_multiplicity=1 e_homo_ev=-8.0
C -5.78 4.52 5.33
C -4.65 4.17 4.37
O -4.27 2.77 4.50
C -3.54 2.17 3.50
C -3.33 0.81 3.57
C -2.61 0.14 2.63
C -2.09 0.75 1.49
C -1.15 0.15 0.53
C -0.75 0.58 -0.77
C 0.18 -0.09 -1.67
O 0.27 0.33 -2.82
N 0.96 -1.11 -1.21
C 2.20 -1.57 -1.85
C 3.17 -1.78 -0.72
O 3.03 -0.59 0.15
C 3.98 -0.43 1.15
C 2.05 -2.74 -2.90
C 3.16 -2.59 -4.03
C 2.42 -1.86 -5.19
C 3.65 -3.95 -4.49
C -2.34 2.13 1.34
C -3.05 2.85 2.26
H -6.46 5.28 4.92
H -6.34 3.58 5.26
H -5.45 4.68 6.33
H -3.85 4.87 4.66
H -4.94 4.34 3.31
H -3.74 0.24 4.40
H -2.30 -0.96 2.89
H -0.71 -0.72 0.87
H -1.22 1.52 -1.21
H 0.91 -1.37 -0.22
H 2.82 -0.80 -2.42
H 4.14 -1.76 -1.09
H 3.00 -2.73 -0.16
H 3.86 0.53 1.50
H 5.10 -0.68 0.89
H 3.82 -1.12 1.99
H 2.02 -3.67 -2.24
H 1.05 -2.66 -3.40
H 3.97 -1.94 -3.79
H 3.02 -1.90 -6.11
H 2.25 -0.82 -4.94
H 1.48 -2.22 -5.43
H 3.91 -4.53 -3.62
H 4.44 -3.83 -5.20
H 2.77 -4.42 -4.96
H -1.81 2.54 0.54
H -3.26 3.89 2.05


Entry 4:
51
Properties=species:S:1:pos:R:3 method="wB97M-V/def2-TZVPD" charge=0 smiles="CCOC(=O)C1CCN(S(=O)(=O)c2ccc(C(C)(C)C)cc2)CC1" e_above_lowest_kj_mol=34.4 e_tot_ev=-39620.1219 e_lumo_ev=0.60 spin_multiplicity=1 e_homo_ev=-9.2
C -5.97 -2.58 0.33
C -6.05 -1.29 -0.46
O -4.81 -0.59 -0.30
C -4.69 0.58 -0.92
O -5.56 1.07 -1.61
C -3.33 1.20 -0.68
C -2.24 0.34 -1.35
C -0.87 0.96 -1.08
N -0.61 1.16 0.33
S -0.09 -0.22 1.13
O -0.14 0.06 2.53
O -0.73 -1.41 0.65
C 1.62 -0.24 0.59
C 2.44 0.80 0.98
C 3.76 0.80 0.57
C 4.28 -0.22 -0.24
C 5.74 -0.16 -0.66
C 6.15 -1.36 -1.52
C 6.62 -0.15 0.60
C 5.97 1.12 -1.47
C 3.42 -1.25 -0.61
C 2.10 -1.26 -0.20
C -1.63 1.93 1.00
C -3.03 1.33 0.81
H -6.89 -3.14 0.20
H -5.83 -2.36 1.38
H -5.13 -3.17 -0.01
H -6.87 -0.65 -0.12
H -6.20 -1.48 -1.53
H -3.34 2.20 -1.14
H -2.42 0.27 -2.42
H -2.27 -0.66 -0.91
H -0.78 1.93 -1.58
H -0.08 0.30 -1.46
H 2.04 1.58 1.60
H 4.40 1.62 0.88
H 5.57 -1.40 -2.44
H 7.20 -1.27 -1.79
H 6.02 -2.29 -0.98
H 6.44 -1.04 1.19
H 6.42 0.72 1.22
H 7.67 -0.14 0.31
H 5.33 1.12 -2.35
H 7.01 1.17 -1.80
H 5.76 2.01 -0.89
H 3.78 -2.06 -1.23
H 1.43 -2.06 -0.48
H -1.60 2.95 0.61
H -1.36 1.94 2.06
H -3.04 0.33 1.26
H -3.77 1.95 1.30


Entry 5:
58
Properties=species:S:1:pos:R:3 method="wB97M-V/def2-TZVPD" charge=+1 e_above_lowest_kj_mol=0.0 e_tot_ev=-262867.9123 e_lumo_ev="-3.28 / -4.70" spin_multiplicity=2 e_homo_ev="-11.2 / -11.2"
Zn -0.15 1.56 0.20
Cl 1.77 3.54 2.93
Ge 0.91 3.71 0.90
Cl 2.79 3.39 -0.32
Cl 0.65 5.82 0.69
S -2.42 1.39 1.02
C -2.26 1.02 2.70
N -3.24 0.29 3.28
C -3.27 -0.11 4.58
C -2.25 0.23 5.41
C -1.22 1.02 4.88
C -1.23 1.41 3.56
H -4.00 0.03 2.67
H -4.12 -0.69 4.88
H -2.26 -0.09 6.44
H -0.40 1.34 5.52
H -0.44 2.03 3.16
C 1.58 3.42 -3.48
Si 1.41 1.63 -3.72
C 0.71 1.23 -5.37
C 2.89 0.65 -3.30
As -0.21 0.86 -2.15
Si -0.65 -1.45 -2.41
C 0.74 -2.33 -1.60
C -0.79 -1.85 -4.19
C -2.27 -1.77 -1.59
H 2.29 3.82 -4.22
H 1.95 3.66 -2.48
H 0.61 3.92 -3.63
H 1.44 1.46 -6.16
H -0.19 1.83 -5.54
H 0.44 0.17 -5.44
H 3.75 1.04 -3.86
H 2.74 -0.41 -3.55
H 3.12 0.74 -2.23
H 1.70 -2.10 -2.08
H 0.55 -3.41 -1.67
H 0.81 -2.06 -0.54
H 0.19 -1.89 -4.70
H -1.41 -1.11 -4.70
H -1.27 -2.83 -4.29
H -2.48 -1.05 -0.79
H -2.28 -2.78 -1.17
H -3.07 -1.68 -2.33
S 3.00 -0.74 2.54
C 2.21 0.41 1.57
N 0.94 0.21 1.36
C 0.52 -0.98 2.01
C -0.77 -1.52 1.98
C -1.00 -2.70 2.67
C 0.02 -3.35 3.38
C 1.30 -2.81 3.41
C 1.53 -1.62 2.71
H 2.76 1.26 1.16
H -1.56 -1.03 1.42
H -2.00 -3.15 2.65
H -0.18 -4.28 3.91
H 2.10 -3.31 3.95


Entry 6:
69
Properties=species:S:1:pos:R:3 method="wB97M-V/def2-TZVPD" charge=0 e_above_lowest_kj_mol=0.0 e_tot_ev=-76073.0897 e_lumo_ev=0.06 spin_multiplicity=1 e_homo_ev=-8.5
O 5.01 -0.56 2.08
C 4.08 -1.26 1.84
F 3.39 -1.08 0.69
C 3.52 -2.36 2.71
B 2.33 -3.22 2.13
O 2.26 -3.65 0.83
B 1.02 -3.43 0.22
O -0.11 -3.54 1.01
B 0.09 -3.07 2.30
P -0.92 -1.68 3.24
O -2.47 -1.76 2.69
I 0.16 -0.02 1.82
O 1.24 -3.51 2.95
H 3.15 -1.85 3.60
H 4.37 -2.96 3.04
H 0.97 -3.10 -0.91
H -2.63 -1.23 1.91
C -0.69 -5.45 -4.84
C -1.23 -5.17 -3.47
C -2.73 -4.99 -3.35
O -2.84 -4.14 -2.21
C -1.70 -3.42 -2.11
O -1.54 -2.50 -1.38
O -0.77 -3.89 -2.97
H 0.39 -5.31 -4.85
H -0.92 -6.47 -5.13
H -1.12 -4.76 -5.57
H -0.89 -5.93 -2.75
H -3.28 -5.91 -3.18
H -3.14 -4.46 -4.22
C 3.78 2.80 -2.26
C 2.89 3.39 -1.21
C 3.10 2.88 0.21
O 1.79 3.05 0.78
C 0.89 2.98 -0.22
O -0.29 2.89 -0.07
O 1.51 3.00 -1.42
H 3.39 3.03 -3.26
H 4.79 3.22 -2.18
H 3.85 1.72 -2.17
H 2.92 4.48 -1.23
H 3.83 3.45 0.78
H 3.35 1.82 0.23
C 2.26 4.97 4.69
C 1.10 4.26 4.04
C -0.26 4.91 4.18
O -1.14 3.79 4.09
C -0.46 2.70 4.51
O -0.95 1.63 4.70
O 0.85 2.99 4.67
H 3.12 4.31 4.74
H 2.53 5.86 4.11
H 2.00 5.28 5.70
H 1.31 4.06 2.98
H -0.50 5.63 3.40
H -0.38 5.38 5.16
C -2.42 1.29 -2.02
C -3.82 0.75 -1.96
C -4.02 -0.71 -2.32
O -5.37 -0.72 -2.82
C -5.64 0.51 -3.30
O -6.61 0.79 -3.94
O -4.66 1.38 -2.96
H -2.45 2.38 -2.00
H -1.81 0.95 -1.18
H -1.93 0.99 -2.95
H -4.28 0.96 -0.99
H -3.92 -1.39 -1.49
H -3.35 -1.01 -3.13


Entry 7:
75
Properties=species:S:1:pos:R:3 method="wB97M-V/def2-TZVPD" charge=-1 e_tot_ev=-1551706.4581 e_lumo_ev=1.12 spin_multiplicity=1 e_homo_ev=-5.0
C 0.94 -1.08 2.08
C 1.08 0.06 0.92
S -0.28 -0.04 -0.36
C -1.96 -0.30 0.52
P -3.39 0.60 -0.44
C -4.57 0.74 1.03
N -5.12 2.10 1.35
C -2.64 2.34 -0.13
C -1.82 2.62 1.20
C -1.69 4.28 1.27
F -2.37 2.27 2.50
N -4.67 1.44 -1.44
C -4.16 1.99 -2.53
S -3.71 2.35 -4.14
C -4.12 -1.05 -1.10
Cl -4.32 -1.32 -2.96
C -4.55 -2.22 -0.37
C -5.17 -3.56 -1.11
Cl -4.41 -2.39 1.44
H 1.56 -0.68 3.00
H 1.41 -2.09 1.75
H -0.15 -1.22 2.45
H 1.11 1.08 1.46
H 2.11 -0.09 0.39
H -1.93 -0.09 1.64
H -2.03 -1.48 0.41
H -2.50 0.53 -1.61
H -4.04 0.36 2.01
H -5.52 0.10 0.77
H -6.17 2.07 1.27
H -4.96 2.30 2.37
H -3.41 3.22 -0.23
H -1.89 2.57 -1.01
H -0.69 2.29 1.21
H -1.75 4.71 0.20
H -0.67 4.53 1.79
H -2.59 4.67 1.91
H -5.73 -4.22 -0.31
H -5.98 -3.29 -1.90
H -4.33 -4.25 -1.53
C 0.14 -4.63 -0.12
Br 0.98 -4.60 1.63
Br -1.45 -3.51 -0.18
Br 1.40 -4.18 -1.53
H -0.19 -5.66 -0.30
C 1.87 -7.01 -5.05
Br 3.51 -7.45 -4.10
Br 0.33 -7.00 -3.86
Br 2.03 -5.35 -6.04
H 1.70 -7.80 -5.78
C 3.72 -7.69 2.79
Br 5.12 -8.90 3.38
Br 3.72 -7.47 0.86
Br 1.98 -8.22 3.46
H 3.95 -6.71 3.23
C -0.39 6.18 -2.93
Br -1.80 4.89 -3.28
Br -1.03 8.01 -3.09
Br 0.47 5.85 -1.22
H 0.37 6.04 -3.70
C 3.72 1.45 3.72
Br 4.27 -0.31 3.09
Br 5.13 2.32 4.73
Br 3.08 2.57 2.27
H 2.88 1.30 4.40
C 6.31 1.15 0.49
Br 6.83 -0.61 -0.14
Br 7.71 1.99 1.54
Br 5.72 2.29 -0.97
H 5.45 1.02 1.15
C 5.54 6.56 -1.65
Br 6.57 5.94 -0.12
Br 6.10 5.70 -3.30
Br 3.63 6.37 -1.36
H 5.74 7.63 -1.76


Entry 8:
55
Properties=species:S:1:pos:R:3 method="wB97M-V/def2-TZVPD" charge=-1 e_tot_ev=-70180.1376 e_lumo_ev=2.07 spin_multiplicity=1 e_homo_ev=-4.0
C 8.27 -0.51 3.60
C 7.21 0.33 2.95
Cl 6.77 1.70 3.92
C 6.61 0.14 1.76
Cl 7.17 -1.32 0.93
Ta 4.99 1.34 0.64
N 5.36 0.29 -1.14
C 3.17 0.17 1.30
C 1.92 0.83 1.88
O 1.66 2.13 1.36
C 0.71 -0.06 1.67
N -0.51 0.50 2.29
P 6.65 3.15 -0.28
O 5.73 4.16 -1.21
I 7.41 4.70 1.52
H 9.26 -0.24 3.21
H 8.29 -0.34 4.67
H 8.11 -1.57 3.39
H 3.87 2.35 -0.44
H 4.57 2.49 2.00
H 5.18 0.89 -1.95
H 6.33 0.00 -1.23
H 2.88 -0.39 0.39
H 3.52 -0.57 2.03
H 2.04 0.97 2.96
H 1.34 2.03 0.46
H 0.88 -1.05 2.11
H 0.60 -0.18 0.58
H -0.96 1.14 1.65
H -1.18 -0.24 2.46
H 4.82 3.83 -1.18
C -6.26 -0.70 0.47
C -5.06 -0.29 -0.10
C -4.13 0.40 0.67
C -4.40 0.67 2.00
C -5.59 0.25 2.57
C -6.53 -0.43 1.80
H -6.99 -1.23 -0.13
H -4.86 -0.50 -1.14
H -3.20 0.73 0.22
H -3.67 1.20 2.60
H -5.80 0.46 3.61
H -7.46 -0.75 2.24
C -6.45 -1.13 -5.26
C -6.40 -1.36 -3.89
C -5.69 -2.44 -3.39
C -5.02 -3.29 -4.26
C -5.06 -3.05 -5.63
C -5.77 -1.97 -6.13
H -7.00 -0.28 -5.65
H -6.92 -0.69 -3.21
H -5.66 -2.62 -2.33
H -4.46 -4.12 -3.87
H -4.53 -3.71 -6.30
H -5.81 -1.79 -7.19